Formula: C4H10N2O
Source: the Open Molecules 2025 dataset
Level of theory: the ωB97M-V functional and the def2-TZVPD basis

The geometry in ORCA input format:
```
! wB97M-V def2-TZVPD RIJCOSX def2/J DEFGRID3
* xyz 0 1
C 0.86848 0.03602 -1.18664
C 1.15715 1.03975 1.36225
C -0.62958 -1.95062 0.14258
C 0.45715 0.25151 0.25740
N -1.98317 1.21477 -0.86598
N -1.50764 1.25066 0.25567
O 0.01673 -0.87442 0.83465
H -0.05229 0.08538 -1.77579
H 1.56307 0.72019 -1.60855
H 1.53162 -0.86799 -1.13388
H 2.08338 0.40434 1.67446
H 0.50825 1.19334 2.16781
H 1.52257 2.08288 1.04799
H -1.58905 -1.55195 -0.19887
H -0.92363 -2.69270 0.91085
H -0.13081 -2.11115 -0.76842
H -2.89224 1.76999 -1.11554
*
```

energy above the lowest of the compared OMol25 structures with the same formula, charge and spin = 5.603 eV
LUMO energy (spin up / spin down) = 0.9 / 0.9 eV
strongest force on any atom = 3.633 eV Å⁻¹
Kohn-Sham gap (spin up / spin down) = 7.64 / 7.62 eV